{
  "formula": "C4H6N2",
  "method": "the ωB97M-V functional and the def2-TZVPD basis",
  "charge": 0,
  "lumo_ha": 0.023,
  "homo_lumo_gap_ev": 8.76,
  "symbols": ["C", "C", "C", "C", "H", "H", "H", "H", "H", "H", "N", "N"],
  "xyz": [[-1.305, -1.046, -1.654], [0.998, 0.265, 0.748], [1.084, 1.414, 1.580], [1.207, 2.466, 2.180], [-1.892, -0.157, -1.531], [-0.970, -1.065, -2.682], [-1.888, -1.942, -1.375], [0.036, -1.952, -0.196], [1.572, -0.635, 0.935], [1.282, 3.286, 2.903], [-0.149, -0.838, -0.818], [0.025, 0.205, -0.089]]
}